# 1
ORCA calculation (the ωB97M-V functional and the def2-TZVPD basis) on a 2-piece molecular cluster, C21H46BBrP overall in a non-equilibrium geometry.

```
70
Properties=species:S:1:pos:R:3:forces:R:3
C 4.093 -6.207 -1.188 -1.2 1.4 -1.6
C 3.259 -5.404 -1.954 1.0 -0.8 1.2
B 2.084 -4.452 -1.420 -0.7 -1.8 -1.2
C 0.542 -4.895 -1.761 0.9 0.8 0.2
C 0.176 -6.127 -0.817 -0.3 0.5 -0.4
C -0.150 -7.470 -1.575 -0.5 0.0 1.1
Br 1.285 -8.132 -2.761 -0.6 0.3 0.4
H 5.021 -6.599 -1.684 -1.2 -0.2 0.8
H 3.796 -6.456 -0.139 0.9 0.5 -0.9
H 3.392 -5.454 -3.079 0.2 0.4 1.3
H 2.288 -3.432 -0.831 0.1 -0.1 0.1
H 0.506 -5.158 -2.855 -0.2 0.1 1.0
H -0.081 -3.977 -1.553 0.1 -1.2 -0.3
H -0.765 -5.857 -0.239 1.1 -0.4 -0.6
H 1.018 -6.229 -0.066 -1.0 -0.5 -0.8
H -0.316 -8.262 -0.789 0.3 0.7 -1.0
H -1.089 -7.417 -2.198 1.2 0.2 0.6
C -1.865 -2.008 1.048 0.0 -0.1 0.0
C -0.513 -1.365 1.323 -0.1 -0.1 0.1
C -0.588 -0.224 2.339 0.5 -0.2 -0.2
C -1.160 1.101 1.814 -0.8 -0.3 0.6
P -0.113 2.147 0.813 0.7 0.1 0.4
C 1.454 2.309 1.711 0.5 -0.2 0.1
C 1.476 2.739 3.182 -0.2 0.1 0.3
C 1.183 4.207 3.509 -0.1 0.1 0.0
C 1.962 5.226 2.684 0.1 -0.1 0.1
C -0.784 3.796 0.739 -0.7 0.9 0.1
C -2.125 4.131 0.085 -0.4 0.0 -0.3
C -2.198 4.065 -1.436 0.0 -0.2 -0.1
C -1.043 4.731 -2.173 -0.2 0.1 -0.1
C 0.444 1.479 -0.746 0.6 -0.5 -1.0
C -0.406 1.154 -1.981 -0.5 0.5 -0.3
C -1.743 0.436 -1.772 -0.1 -0.2 -0.4
C -1.717 -1.016 -2.233 -0.1 -0.1 0.1
H -2.602 -1.282 0.699 0.0 0.0 0.0
H -1.766 -2.787 0.289 -0.1 0.1 0.0
H -2.261 -2.481 1.950 0.0 0.1 0.0
H -0.066 -1.021 0.389 0.0 0.0 0.0
H 0.159 -2.134 1.714 0.0 0.1 0.0
H 0.415 -0.051 2.740 -0.1 0.1 0.1
H -1.197 -0.554 3.185 0.0 0.1 -0.1
H -1.403 1.704 2.697 0.1 0.2 -0.2
H -2.124 0.936 1.326 0.1 0.1 -0.1
H 2.118 2.945 1.120 -0.1 0.0 -0.1
H 1.913 1.315 1.667 -0.1 0.0 -0.1
H 2.476 2.514 3.567 -0.1 -0.1 -0.1
H 0.786 2.115 3.758 0.1 0.0 0.0
H 1.419 4.371 4.565 0.0 -0.1 -0.1
H 0.113 4.407 3.430 0.0 0.0 0.0
H 3.026 5.186 2.932 0.0 0.0 -0.1
H 1.602 6.232 2.896 0.1 0.0 0.0
H 1.859 5.061 1.611 0.0 0.1 0.0
H -0.012 4.478 0.373 0.1 -0.2 0.0
H -0.938 4.072 1.784 0.3 -0.2 0.1
H -2.384 5.152 0.383 0.1 -0.1 0.2
H -2.904 3.486 0.506 0.0 0.1 0.0
H -3.135 4.524 -1.763 0.0 0.0 0.1
H -2.280 3.022 -1.734 0.0 -0.1 -0.1
H -1.080 5.817 -2.052 0.1 -0.1 0.0
H -1.107 4.511 -3.241 0.0 0.1 0.0
H -0.066 4.381 -1.832 0.0 0.0 0.0
H 1.024 0.581 -0.508 0.0 0.1 0.4
H 1.203 2.192 -1.095 0.0 0.1 0.3
H 0.218 0.570 -2.664 0.0 0.0 0.2
H -0.587 2.080 -2.528 0.0 0.0 0.1
H -2.517 0.939 -2.359 0.0 0.1 0.1
H -2.069 0.496 -0.734 0.0 0.0 0.1
H -1.613 -1.073 -3.319 0.1 0.0 0.1
H -2.651 -1.514 -1.965 0.1 -0.1 -0.1
H -0.888 -1.568 -1.784 0.0 0.0 0.0
```
Forces are in eV/Å.

## Properties
**LUMO**: -2.12 eV
**Frontier orbital gap**: 8.492 eV
**Charge**: +1

From a natural (NBO) analysis of the wavefunction, the atomic charges in e read: atom 1 (C): -0.372, atom 2 (C): -0.559, atom 3 (B): 0.681, atom 4 (C): -0.777, atom 5 (C): -0.409, atom 6 (C): -0.431, atom 7 (Br): -0.012, atom 8 (H): 0.212, atom 9 (H): 0.195, atom 10 (H): 0.238, atom 11 (H): -0.097, atom 12 (H): 0.246, atom 13 (H): 0.205, atom 14 (H): 0.221, atom 15 (H): 0.206, atom 16 (H): 0.228, atom 17 (H): 0.226, atom 18 (C): -0.611, atom 19 (C): -0.406, atom 20 (C): -0.385, atom 21 (C): -0.782, atom 22 (P): 1.641, atom 23 (C): -0.747, atom 24 (C): -0.401, atom 25 (C): -0.398, atom 26 (C): -0.614, atom 27 (C): -0.781, atom 28 (C): -0.389, atom 29 (C): -0.407, atom 30 (C): -0.619, atom 31 (C): -0.773, atom 32 (C): -0.404, atom 33 (C): -0.404, atom 34 (C): -0.601, atom 35 (H): 0.194, atom 36 (H): 0.226, atom 37 (H): 0.218, atom 38 (H): 0.186, atom 39 (H): 0.225, atom 40 (H): 0.209, atom 41 (H): 0.231, atom 42 (H): 0.267, atom 43 (H): 0.265, atom 44 (H): 0.259, atom 45 (H): 0.259, atom 46 (H): 0.231, atom 47 (H): 0.211, atom 48 (H): 0.228, atom 49 (H): 0.185, atom 50 (H): 0.220, atom 51 (H): 0.230, atom 52 (H): 0.184, atom 53 (H): 0.266, atom 54 (H): 0.269, atom 55 (H): 0.227, atom 56 (H): 0.212, atom 57 (H): 0.227, atom 58 (H): 0.195, atom 59 (H): 0.222, atom 60 (H): 0.230, atom 61 (H): 0.184, atom 62 (H): 0.265, atom 63 (H): 0.268, atom 64 (H): 0.232, atom 65 (H): 0.222, atom 66 (H): 0.218, atom 67 (H): 0.181, atom 68 (H): 0.219, atom 69 (H): 0.221, atom 70 (H): 0.197


# 2
ORCA calculation (the ωB97M-V functional and the def2-TZVPD basis) on C16H24N7O2RhS as an isolated structure in a non-equilibrium geometry.

```
51
Properties=species:S:1:pos:R:3:forces:R:3
Rh -1.803 -0.255 -0.433 -0.8 0.1 -0.6
N 6.987 -0.612 1.402 -0.2 0.1 -0.1
C 5.776 -0.389 0.912 0.1 -0.1 0.0
C 5.208 0.919 0.967 -0.1 0.2 0.0
C 3.972 1.141 0.446 0.0 0.1 0.0
C 3.260 0.071 -0.131 0.0 0.0 -0.2
C 3.803 -1.220 -0.209 0.1 -0.1 0.1
C 5.042 -1.457 0.310 -0.1 -0.2 -0.1
S 1.754 0.398 -1.039 -1.5 0.0 0.7
O 1.545 1.822 -1.009 0.2 0.0 0.1
O 1.879 -0.258 -2.297 0.2 -0.2 -0.1
N 0.497 -0.326 -0.241 1.1 0.2 -0.7
C 0.368 -0.172 1.074 0.2 0.3 1.7
N -0.904 -0.352 1.544 0.5 0.2 -0.7
C -1.132 -0.177 2.845 -0.1 -0.1 0.3
C -0.131 0.186 3.720 0.0 -0.1 -0.1
C 1.139 0.338 3.173 -0.2 -0.1 0.0
N 1.388 0.147 1.891 0.2 0.0 -0.4
H 7.529 0.138 1.809 0.0 0.0 0.0
H 7.416 -1.524 1.346 0.0 0.0 0.0
H 5.777 1.729 1.407 0.0 0.0 0.0
H 3.527 2.127 0.443 0.0 0.0 0.0
H 3.246 -1.999 -0.712 0.0 0.0 0.0
H 5.495 -2.439 0.248 0.0 0.0 0.0
H -2.145 -0.345 3.191 0.0 0.1 -0.1
H -0.324 0.335 4.771 0.0 0.0 0.0
H 1.985 0.618 3.793 0.0 0.0 0.0
N -3.995 -0.596 -1.191 0.1 0.4 0.2
C -4.879 0.600 -1.246 0.0 0.2 0.2
C -4.385 1.701 -0.293 0.1 -0.1 -0.2
C -3.740 2.880 -1.024 0.1 -0.2 0.1
C -2.583 2.506 -1.944 -0.1 0.2 -0.1
N -1.471 1.845 -1.229 -0.2 -0.3 0.1
H -3.998 -1.089 -2.077 0.0 0.0 0.0
H -4.358 -1.249 -0.505 -0.1 -0.1 0.0
H -5.907 0.324 -1.010 0.0 -0.1 0.0
H -4.880 0.972 -2.269 0.0 -0.1 0.0
H -3.654 1.253 0.395 -0.1 0.0 0.1
H -5.202 2.069 0.326 0.0 0.0 0.0
H -3.397 3.612 -0.287 0.0 0.0 0.0
H -4.498 3.379 -1.630 0.0 0.0 0.0
H -2.221 3.418 -2.424 0.0 0.0 0.0
H -2.912 1.835 -2.739 0.0 0.0 0.0
H -1.171 2.428 -0.453 0.1 0.1 0.0
H -0.656 1.779 -1.827 0.1 0.1 -0.1
C -1.125 -4.830 -1.321 0.1 -0.4 -0.1
C -1.356 -3.411 -1.244 -0.2 0.4 -0.1
N -1.566 -2.285 -1.194 0.3 -0.5 0.0
H -0.139 -5.074 -0.928 0.0 0.0 0.0
H -1.181 -5.154 -2.361 0.0 0.0 0.0
H -1.883 -5.359 -0.743 0.0 0.0 0.0
```
Forces are in eV/Å.

## Properties
**LUMO (spin up / spin down)**: -5.11 / -8.66 eV
**Frontier orbital gap (spin up / spin down)**: 8.806 / 5.472 eV
**Charge**: +2
**Spin multiplicity**: 5

From a natural (NBO) analysis of the wavefunction, the atomic charges in e read: atom 1 (Rh): 1.251, atom 2 (N): -0.585, atom 3 (C): 0.251, atom 4 (C): -0.183, atom 5 (C): -0.168, atom 6 (C): -0.132, atom 7 (C): -0.193, atom 8 (C): -0.161, atom 9 (S): 2.303, atom 10 (O): -0.951, atom 11 (O): -0.905, atom 12 (N): -0.929, atom 13 (C): 0.558, atom 14 (N): -0.587, atom 15 (C): 0.121, atom 16 (C): -0.340, atom 17 (C): 0.144, atom 18 (N): -0.517, atom 19 (H): 0.431, atom 20 (H): 0.431, atom 21 (H): 0.245, atom 22 (H): 0.277, atom 23 (H): 0.264, atom 24 (H): 0.243, atom 25 (H): 0.223, atom 26 (H): 0.256, atom 27 (H): 0.215, atom 28 (N): -0.863, atom 29 (C): -0.235, atom 30 (C): -0.405, atom 31 (C): -0.414, atom 32 (C): -0.229, atom 33 (N): -0.846, atom 34 (H): 0.403, atom 35 (H): 0.393, atom 36 (H): 0.217, atom 37 (H): 0.207, atom 38 (H): 0.175, atom 39 (H): 0.245, atom 40 (H): 0.220, atom 41 (H): 0.237, atom 42 (H): 0.219, atom 43 (H): 0.195, atom 44 (H): 0.397, atom 45 (H): 0.419, atom 46 (C): -0.743, atom 47 (C): 0.484, atom 48 (N): -0.487, atom 49 (H): 0.279, atom 50 (H): 0.289, atom 51 (H): 0.284


# 3
ORCA calculation (the ωB97M-V functional and the def2-TZVPD basis) on a 2-piece molecular cluster, C3H10N2O overall in a non-equilibrium geometry.

```
16
Properties=species:S:1:pos:R:3:forces:R:3
C -1.007 -1.653 0.746 -0.7 0.2 0.0
C 0.142 -1.054 1.581 0.6 -0.2 1.1
N 0.920 -0.164 0.791 -1.0 -1.5 -1.3
H -1.653 -0.844 0.408 0.0 -0.1 -0.3
H -1.611 -2.257 1.421 0.1 0.0 0.2
H -0.685 -2.308 -0.056 0.2 0.2 -0.2
H 0.761 -1.831 2.013 0.2 0.0 -0.1
H -0.282 -0.484 2.413 -0.2 0.1 -0.1
H 0.335 0.459 0.228 0.5 0.6 0.3
H 1.688 -0.575 0.243 0.3 0.6 0.3
C 0.863 1.644 -1.612 0.0 1.0 -0.5
N -0.451 1.974 -1.823 0.7 -0.4 1.0
O 1.446 0.679 -2.043 -0.3 -0.7 0.3
H 1.407 2.400 -1.016 -0.1 0.2 -0.1
H -0.763 2.788 -1.311 -0.3 -0.1 -0.2
H -1.111 1.227 -1.982 -0.1 0.2 -0.5
```
Forces are in eV/Å.

## Properties
**LUMO (spin up / spin down)**: -3.33 / -8.68 eV
**Frontier orbital gap (spin up / spin down)**: 10.947 / 5.593 eV
**Charge**: +1
**Spin multiplicity**: 2

From a natural (NBO) analysis of the wavefunction, the atomic charges in e read: atom 1 (C): -0.593, atom 2 (C): -0.293, atom 3 (N): -0.236, atom 4 (H): 0.223, atom 5 (H): 0.273, atom 6 (H): 0.249, atom 7 (H): 0.249, atom 8 (H): 0.272, atom 9 (H): 0.404, atom 10 (H): 0.436, atom 11 (C): 0.480, atom 12 (N): -0.807, atom 13 (O): -0.591, atom 14 (H): 0.124, atom 15 (H): 0.405, atom 16 (H): 0.406


# 4
ORCA calculation (the ωB97M-V functional and the def2-TZVPD basis) on C9H22B3IN2O5 as an isolated structure in a non-equilibrium geometry.

```
42
Properties=species:S:1:pos:R:3:forces:R:3
C -2.069 3.041 3.490 0.3 -0.7 -0.8
C -1.748 1.545 3.124 -0.5 0.7 0.8
C -1.086 0.768 4.323 0.6 -0.1 -0.8
I -2.294 -1.007 4.759 0.4 0.5 0.2
B 0.371 0.242 3.937 0.7 -1.7 0.8
O 0.616 -0.644 2.846 0.2 2.9 0.0
B 1.398 0.148 1.951 0.3 -1.3 0.3
O 2.421 1.018 2.393 -1.8 0.3 0.7
B 2.169 1.547 3.675 0.3 -1.8 0.5
O 1.547 0.674 4.623 -1.1 1.5 -1.8
H -2.823 3.404 2.769 0.2 0.0 0.5
H -1.161 3.640 3.304 -0.4 -0.1 0.5
H -2.437 3.142 4.521 0.1 0.1 -0.4
H -2.693 1.032 2.887 0.5 0.3 -0.2
H -1.118 1.577 2.218 -0.2 -0.4 0.3
H -1.023 1.397 5.223 -0.3 -0.4 -0.2
H 1.133 0.005 0.804 0.3 0.2 0.0
H 2.375 2.658 4.014 0.4 0.2 -0.2
C 3.082 -3.629 -3.020 0.0 -0.1 -0.1
C 1.792 -2.884 -2.794 -0.3 0.2 0.1
O 0.856 -2.948 -3.581 0.0 0.1 -0.1
N 1.689 -2.123 -1.675 0.2 -0.4 -0.3
C 2.675 -1.918 -0.633 -0.4 0.2 0.0
H 3.011 -4.188 -3.950 -0.1 0.1 0.0
H 3.914 -2.928 -3.099 0.1 -0.1 0.1
H 3.260 -4.332 -2.205 0.1 0.1 0.0
H 0.800 -1.653 -1.589 0.1 0.1 0.1
H 2.247 -2.246 0.316 0.2 0.0 0.1
H 2.895 -0.851 -0.575 0.2 -0.1 0.1
H 3.592 -2.466 -0.824 -0.1 0.0 -0.1
C -2.395 1.834 -2.214 0.0 0.1 0.1
C -1.200 0.925 -2.344 0.3 -0.2 -0.1
O -0.227 1.021 -1.605 -0.1 0.0 0.1
N -1.227 -0.019 -3.318 -0.1 0.4 0.3
C -2.279 -0.284 -4.281 0.4 -0.3 0.0
H -2.225 2.531 -1.397 0.1 -0.1 0.0
H -2.537 2.405 -3.133 -0.1 -0.1 0.0
H -3.290 1.251 -1.993 -0.1 0.1 -0.1
H -0.396 -0.594 -3.348 -0.1 -0.1 -0.2
H -2.620 -1.312 -4.156 -0.1 0.0 -0.1
H -1.873 -0.168 -5.287 -0.2 0.0 -0.1
H -3.120 0.390 -4.155 0.1 0.0 0.1
```
Forces are in eV/Å.

## Properties
**LUMO**: 0.00 eV
**Frontier orbital gap**: 9.445 eV
**Charge**: 0

From a natural (NBO) analysis of the wavefunction, the atomic charges in e read: atom 1 (C): -0.610, atom 2 (C): -0.416, atom 3 (C): -0.670, atom 4 (I): 0.099, atom 5 (B): 1.172, atom 6 (O): -0.888, atom 7 (B): 0.966, atom 8 (O): -0.888, atom 9 (B): 0.989, atom 10 (O): -0.891, atom 11 (H): 0.217, atom 12 (H): 0.206, atom 13 (H): 0.210, atom 14 (H): 0.223, atom 15 (H): 0.210, atom 16 (H): 0.248, atom 17 (H): -0.085, atom 18 (H): -0.097, atom 19 (C): -0.720, atom 20 (C): 0.678, atom 21 (O): -0.656, atom 22 (N): -0.610, atom 23 (C): -0.412, atom 24 (H): 0.244, atom 25 (H): 0.227, atom 26 (H): 0.227, atom 27 (H): 0.409, atom 28 (H): 0.199, atom 29 (H): 0.209, atom 30 (H): 0.209, atom 31 (C): -0.720, atom 32 (C): 0.677, atom 33 (O): -0.657, atom 34 (N): -0.613, atom 35 (C): -0.411, atom 36 (H): 0.240, atom 37 (H): 0.228, atom 38 (H): 0.227, atom 39 (H): 0.415, atom 40 (H): 0.206, atom 41 (H): 0.201, atom 42 (H): 0.206


# 5
ORCA calculation (the ωB97M-V functional and the def2-TZVPD basis) on a 2-piece molecular cluster, C3H8N2O overall in a non-equilibrium geometry.

```
14
Properties=species:S:1:pos:R:3:forces:R:3
C -1.000 1.921 -1.726 0.3 0.7 0.0
C -0.182 2.205 -0.722 0.0 -0.9 0.6
N 0.670 1.252 -0.083 -0.2 0.3 -0.2
H -1.098 0.924 -2.129 0.0 0.0 -0.1
H -1.537 2.756 -2.155 -0.2 -0.2 -0.2
H -0.163 3.173 -0.245 0.0 0.3 -0.1
H 0.745 0.439 -0.687 -0.2 -0.1 0.3
H 0.241 0.973 0.800 0.2 0.0 -0.3
N 0.969 -2.126 1.518 -0.1 -0.1 0.1
C -0.167 -2.417 0.833 -0.2 0.3 -0.2
O -0.786 -1.626 0.154 0.1 0.0 0.3
H 1.579 -2.860 1.830 -0.1 0.0 0.2
H 1.257 -1.168 1.644 0.1 -0.1 -0.3
H -0.528 -3.446 0.966 0.3 -0.2 -0.1
```
Forces are in eV/Å.

## Properties
**LUMO**: 0.83 eV
**Frontier orbital gap**: 9.435 eV
**Charge**: 0
**SMILES**: C=CN.NC=O

From a natural (NBO) analysis of the wavefunction, the atomic charges in e read: atom 1 (C): -0.472, atom 2 (C): 0.002, atom 3 (N): -0.844, atom 4 (H): 0.202, atom 5 (H): 0.201, atom 6 (H): 0.179, atom 7 (H): 0.369, atom 8 (H): 0.363, atom 9 (N): -0.829, atom 10 (C): 0.524, atom 11 (O): -0.604, atom 12 (H): 0.397, atom 13 (H): 0.403, atom 14 (H): 0.111


# 6
ORCA calculation (the ωB97M-V functional and the def2-TZVPD basis) on a 4-piece molecular cluster, C3H14O4 overall in a non-equilibrium geometry.

```
21
Properties=species:S:1:pos:R:3:forces:R:3
C 1.081 0.955 0.846 -0.2 1.3 0.7
C 1.449 0.795 -0.647 0.4 -1.7 1.6
C 0.277 0.847 -1.589 -0.6 -0.6 -0.8
O 2.039 -0.573 -0.781 -1.9 1.8 -1.5
H 1.887 0.792 1.612 -0.3 0.1 -1.2
H 0.280 0.321 1.136 -0.6 -1.1 0.0
H 0.643 1.956 1.096 0.6 -0.3 -0.5
H 2.099 1.643 -0.844 0.8 -0.4 -0.6
H -0.152 1.842 -1.461 -0.1 0.2 -0.5
H -0.522 0.129 -1.322 0.5 0.2 0.1
H 0.531 0.633 -2.681 -0.1 0.6 1.5
H 2.853 -0.648 -0.332 1.4 0.1 1.0
O -2.579 1.687 0.464 0.6 2.3 -0.6
H -3.138 2.447 0.796 1.0 -1.3 -0.6
H -1.844 2.120 -0.083 -1.6 -0.9 1.2
O 0.509 -2.671 0.635 -0.7 1.5 -1.0
H -0.332 -2.166 0.813 1.1 -0.7 -0.1
H 0.871 -2.128 -0.125 -0.3 -0.8 1.2
O -1.872 -1.040 0.686 0.2 1.0 -0.2
H -2.230 -0.122 0.729 0.2 -0.8 0.0
H -2.555 -1.632 0.977 -0.6 -0.3 0.2
```
Forces are in eV/Å.

## Properties
**LUMO**: 0.21 eV
**Frontier orbital gap**: 10.114 eV
**Charge**: 0
**SMILES**: CC(C)O.O.O.O

From a natural (NBO) analysis of the wavefunction, the atomic charges in e read: atom 1 (C): -0.643, atom 2 (C): 0.091, atom 3 (C): -0.631, atom 4 (O): -0.749, atom 5 (H): 0.222, atom 6 (H): 0.227, atom 7 (H): 0.195, atom 8 (H): 0.168, atom 9 (H): 0.187, atom 10 (H): 0.230, atom 11 (H): 0.234, atom 12 (H): 0.475, atom 13 (O): -0.969, atom 14 (H): 0.493, atom 15 (H): 0.490, atom 16 (O): -0.987, atom 17 (H): 0.485, atom 18 (H): 0.483, atom 19 (O): -0.988, atom 20 (H): 0.510, atom 21 (H): 0.477


> Look up the charge of the second one.

+2